No. 1
Entry from the Open Molecules 2025 dataset: a 2-piece molecular cluster, C3H12NS overall at a distorted geometry (wB97M-V/def2-TZVPD).

Geometry as XYZ:
```
17
Properties=species:S:1:pos:R:3:forces:R:3
C -0.232 1.535 -2.313 -0.3 0.4 -1.0
N -0.363 0.110 -1.920 0.4 -0.6 0.0
H 0.785 1.887 -2.144 -0.2 -0.2 0.2
H -0.956 2.124 -1.763 0.0 0.0 0.1
H -0.454 1.609 -3.384 0.1 0.1 0.3
H 0.468 -0.397 -2.219 0.2 0.0 0.3
H -0.460 0.036 -0.878 0.2 0.1 0.1
H -1.115 -0.406 -2.374 -0.4 0.4 0.0
C -1.056 -1.341 1.350 0.9 0.3 -0.3
S 0.022 0.158 1.297 -0.6 -0.3 -0.8
C 1.602 -0.491 0.735 0.7 -0.3 -0.1
H -1.103 -1.955 0.434 0.3 0.4 0.1
H -0.628 -1.939 2.148 -0.6 -0.2 0.2
H -2.051 -0.943 1.516 -0.1 -0.2 0.5
H 2.152 -1.034 1.509 -0.3 -0.1 0.0
H 2.243 0.355 0.486 -0.2 0.2 0.0
H 1.542 -1.129 -0.161 -0.1 0.1 0.3
```
Forces are in eV/Å.

Computed properties:
Energy relative to the best compared isomer or geometry (same formula, charge and spin) (eV): 0.3414
Total charge: +1
Molar mass (g/mol): 94.20
Gap between HOMO and LUMO (hartree): 0.3473

***

No. 2
Entry from the Open Molecules 2025 dataset: C25H38As2N5Se2Tc as an isolated structure at a distorted geometry (wB97M-V/def2-TZVPD).

Geometry as XYZ:
```
73
Properties=species:S:1:pos:R:3:forces:R:3
Tc 0.589 -0.307 -1.215 2.5 -1.4 0.3
C -1.160 -3.202 1.467 0.1 -0.8 0.5
As -0.783 -1.908 0.017 -4.7 -10.5 -16.3
C -0.461 -3.326 -1.315 -0.4 -2.0 0.5
C -2.605 -1.455 -0.640 -0.6 0.9 0.0
C -3.711 -2.171 -0.145 0.3 0.5 -0.2
C -5.004 -1.893 -0.583 0.2 0.1 -0.2
C -5.221 -0.895 -1.524 0.2 -0.1 0.2
C -4.147 -0.166 -2.030 0.5 -0.5 0.4
C -2.829 -0.421 -1.604 -0.1 -0.6 0.2
As -1.341 0.663 -2.356 -3.7 1.5 0.4
C -2.245 1.710 -3.771 0.3 -0.2 -1.0
C -1.493 2.117 -1.032 -1.6 0.7 0.2
H -1.769 -4.056 1.112 0.4 0.6 0.0
H -1.678 -2.682 2.299 0.2 -0.4 -0.6
H -0.196 -3.604 1.841 -0.5 0.3 -0.2
H -1.311 -4.039 -1.332 0.4 0.3 0.0
H 0.471 -3.870 -1.053 -0.5 0.2 -0.1
H -0.348 -2.869 -2.319 -2.6 -1.8 1.7
H -3.597 -2.954 0.583 0.1 -0.1 0.2
H -5.842 -2.457 -0.191 0.1 0.0 0.0
H -6.227 -0.683 -1.863 0.1 0.0 0.0
H -4.369 0.596 -2.755 0.1 0.1 -0.2
H -3.106 2.285 -3.376 0.6 -0.5 0.1
H -2.582 1.027 -4.579 0.2 0.5 0.5
H -1.520 2.434 -4.195 -0.3 -0.5 0.3
H -2.543 2.467 -0.963 0.5 -0.2 -0.4
H -0.843 2.962 -1.339 -0.8 -0.5 0.0
H -1.166 1.745 -0.039 -2.2 0.9 -1.7
C 2.804 2.914 -3.081 0.3 1.7 0.5
Se 1.999 1.282 -2.386 1.2 -0.2 -2.4
C 1.613 0.571 -4.168 0.1 -0.3 -1.1
C 1.939 -0.917 -4.237 0.4 0.4 -0.7
Se 0.825 -1.921 -2.986 3.1 1.9 -4.5
C 1.225 -3.613 -3.863 0.5 -1.6 0.3
H 2.083 3.447 -3.736 0.4 -0.6 0.4
H 3.746 2.678 -3.618 -0.7 -0.2 0.4
H 3.044 3.579 -2.227 -0.1 -0.4 -0.5
H 2.245 1.087 -4.922 -0.4 -0.1 0.6
H 0.546 0.751 -4.417 0.7 0.0 0.2
H 3.011 -1.077 -3.997 -0.6 -0.1 -0.2
H 1.724 -1.262 -5.272 0.2 0.0 0.7
H 2.322 -3.777 -3.894 -0.7 0.3 0.0
H 0.780 -3.634 -4.879 0.3 0.4 0.7
H 0.776 -4.433 -3.265 0.3 0.6 -0.4
C -0.423 -0.671 1.910 0.2 3.1 3.4
C -0.018 0.681 1.445 -0.2 0.2 1.5
N 0.383 0.978 0.225 1.7 1.0 2.7
C 0.639 2.321 0.220 1.8 1.7 1.2
C 0.395 2.862 1.458 0.7 -0.5 -1.1
N -0.002 1.806 2.239 -0.1 -1.0 -0.9
C -0.394 1.905 3.632 -0.4 0.1 0.6
N 0.432 1.116 4.519 0.0 0.3 -0.6
N -0.143 0.170 5.290 1.9 -1.0 1.0
N 0.812 -0.382 6.026 -1.6 0.7 -1.0
C 1.994 0.239 5.725 0.3 0.1 0.0
C 3.287 0.032 6.226 0.0 -0.3 0.2
C 4.329 0.827 5.734 -0.1 0.0 -0.1
C 4.088 1.806 4.768 0.0 0.0 -0.1
C 2.802 2.027 4.258 0.3 0.1 -0.1
C 1.777 1.219 4.762 -0.4 -0.1 0.0
H -0.576 -1.335 1.053 2.9 8.0 13.4
H -1.360 -0.634 2.473 0.1 0.0 0.0
H 0.356 -1.111 2.539 -0.1 -0.3 -0.2
H 0.978 2.826 -0.675 -0.1 -0.1 0.6
H 0.473 3.874 1.829 0.0 -0.2 -0.1
H -1.436 1.578 3.711 0.3 0.0 0.4
H -0.323 2.949 3.954 -0.1 -0.1 -0.4
H 3.468 -0.730 6.976 0.0 0.1 0.0
H 5.339 0.676 6.109 -0.2 0.0 -0.1
H 4.918 2.406 4.397 -0.2 -0.1 0.1
H 2.630 2.783 3.499 0.0 0.0 0.1
H 1.933 -0.941 -0.458 -0.2 -0.3 0.4
```
Forces are in eV/Å.

Computed properties:
Multiplicity: 4
Total charge: +3
Molar mass (g/mol): 814.38
Gap between HOMO and LUMO (spin up / spin down) (hartree): 0.2792 / 0.0750

***

No. 3
Entry from the Open Molecules 2025 dataset: a 8-piece molecular cluster, C31H83N9O9PS overall at a distorted geometry (wB97M-V/def2-TZVPD).

Geometry as XYZ:
```
134
Properties=species:S:1:pos:R:3:forces:R:3
O -2.296 -1.034 -4.012 3.5 -1.6 1.5
P -0.573 -1.040 -3.950 -1.1 1.8 -3.9
O -0.028 -2.387 -4.842 -0.7 1.6 3.2
S 0.009 0.598 -4.829 -0.2 -1.1 1.0
N 0.048 -1.045 -2.294 1.4 0.0 4.1
C 0.231 -2.195 -1.410 1.5 2.9 4.1
C 0.761 -1.629 -0.061 -1.5 -0.1 -4.4
N 0.884 -0.172 -0.229 -1.9 -3.3 -4.6
C 0.471 0.138 -1.572 0.1 -1.4 1.5
H -2.688 -1.428 -3.195 0.1 0.1 -0.7
H 0.933 -2.477 -4.634 -0.7 0.0 -0.4
H 0.032 -3.304 -1.616 0.2 1.7 0.2
H 1.007 -2.200 0.893 -0.3 1.2 -1.6
H 1.208 0.481 0.502 -0.2 -0.4 -0.5
H 0.474 1.187 -2.018 -0.1 -1.9 0.6
C -1.776 -6.019 0.094 -0.2 0.0 -0.2
C -0.295 -6.359 -0.049 -0.4 -0.1 0.3
C 0.287 -7.097 1.172 0.4 0.1 -0.1
O 0.549 -6.257 2.294 -0.3 -0.3 -0.3
C -0.582 -5.998 3.111 0.2 0.3 0.2
N 0.452 -5.128 -0.341 0.3 0.2 0.0
H -1.951 -5.179 0.770 0.1 -0.1 0.0
H -2.197 -5.739 -0.877 0.1 0.0 0.1
H -2.341 -6.879 0.464 0.0 0.1 0.0
H -0.201 -7.029 -0.911 0.2 0.0 0.1
H 1.260 -7.510 0.883 0.0 0.1 0.1
H -0.336 -7.951 1.463 -0.1 0.1 0.0
H -1.257 -6.856 3.167 0.0 0.0 -0.1
H -1.114 -5.115 2.748 -0.2 -0.1 0.1
H -0.225 -5.774 4.119 0.0 -0.1 -0.1
H 1.425 -5.372 -0.521 -0.1 0.0 -0.1
H 0.496 -4.588 0.525 -0.1 -0.2 0.0
C 4.295 0.014 1.803 0.0 0.0 -0.2
C 3.538 0.938 2.753 0.3 -0.3 0.2
C 4.386 1.421 3.947 -0.2 0.1 0.3
O 4.561 0.447 4.970 0.0 0.4 -0.4
C 5.607 -0.481 4.725 0.0 -0.2 0.2
N 2.311 0.262 3.201 -0.2 0.1 -0.1
H 4.421 -0.993 2.206 0.0 0.1 0.1
H 3.750 -0.089 0.858 0.0 0.0 0.0
H 5.285 0.416 1.571 -0.1 -0.1 0.0
H 3.249 1.825 2.178 0.0 0.1 0.2
H 3.854 2.252 4.422 0.0 -0.1 0.0
H 5.354 1.820 3.619 0.0 -0.2 -0.1
H 6.450 -0.025 4.198 0.0 0.0 0.0
H 5.225 -1.338 4.166 0.2 0.0 -0.1
H 5.963 -0.852 5.689 -0.1 0.1 0.0
H 1.767 0.914 3.765 0.0 0.0 -0.1
H 2.589 -0.459 3.868 0.0 0.1 -0.2
C -4.010 2.848 -0.837 0.2 0.2 0.1
C -3.659 2.307 -2.220 -0.4 0.0 0.3
C -4.815 2.415 -3.235 0.2 -0.3 -0.3
O -5.833 1.433 -3.067 0.2 0.5 0.0
C -6.800 1.751 -2.078 -0.1 -0.3 0.0
N -3.186 0.923 -2.084 0.2 -0.3 -0.3
H -4.656 2.172 -0.272 0.0 0.0 -0.1
H -3.102 2.988 -0.242 -0.1 0.0 0.0
H -4.510 3.818 -0.910 0.0 -0.1 0.0
H -2.831 2.915 -2.602 -0.1 -0.1 -0.1
H -4.402 2.240 -4.234 -0.1 -0.1 0.1
H -5.245 3.423 -3.251 0.0 0.0 0.2
H -7.008 2.823 -2.030 0.1 0.0 0.0
H -6.475 1.380 -1.103 -0.1 0.2 0.1
H -7.727 1.232 -2.332 0.1 0.1 -0.1
H -2.869 0.590 -2.995 -0.1 0.5 0.2
H -4.004 0.342 -1.889 0.1 0.2 0.1
C 8.698 1.533 5.978 -0.1 -0.2 0.2
C 9.736 1.172 4.921 -0.1 0.4 0.0
C 10.864 2.215 4.784 0.1 -0.2 -0.3
O 10.490 3.391 4.070 0.1 -0.2 0.4
C 9.817 4.363 4.852 -0.1 0.1 -0.4
N 9.053 0.943 3.640 0.2 0.1 -0.2
H 8.018 2.322 5.648 0.1 0.0 0.0
H 8.080 0.662 6.217 0.1 0.1 -0.1
H 9.178 1.862 6.904 0.0 0.0 -0.1
H 10.200 0.229 5.234 0.1 0.1 -0.1
H 11.671 1.762 4.197 -0.1 0.1 0.0
H 11.296 2.472 5.758 -0.1 0.1 0.1
H 10.185 4.394 5.881 0.0 -0.1 0.0
H 8.740 4.179 4.837 0.0 0.1 0.2
H 9.988 5.341 4.395 0.1 -0.1 0.0
H 9.737 0.618 2.959 -0.1 -0.1 0.1
H 8.771 1.856 3.280 0.0 -0.1 0.1
C 1.820 -9.091 -5.919 0.0 0.0 -0.3
C 1.101 -9.770 -4.757 0.4 0.2 0.1
C 0.582 -8.780 -3.692 -0.1 -0.4 0.1
O 1.591 -8.273 -2.821 -0.3 0.3 -0.2
C 2.320 -7.177 -3.346 0.2 -0.2 0.3
N 1.991 -10.778 -4.169 -0.2 0.2 0.3
H 2.822 -8.750 -5.651 -0.1 0.0 0.1
H 1.935 -9.788 -6.753 0.0 0.0 0.2
H 1.251 -8.230 -6.282 0.0 0.0 0.0
H 0.229 -10.286 -5.175 0.0 0.0 0.1
H -0.118 -9.321 -3.045 0.1 0.0 0.0
H 0.012 -7.961 -4.147 0.1 0.1 -0.1
H 1.699 -6.525 -3.968 0.0 -0.1 -0.1
H 3.183 -7.535 -3.911 0.0 0.2 -0.2
H 2.701 -6.591 -2.505 -0.1 -0.1 0.0
H 1.479 -11.288 -3.451 0.1 -0.1 -0.2
H 2.709 -10.279 -3.641 0.0 -0.1 -0.2
C -1.488 5.891 4.223 0.1 0.2 0.2
C -1.141 5.350 2.840 -0.3 -0.1 0.2
C -2.301 5.458 1.828 0.2 -0.2 -0.2
O -3.320 4.477 1.998 0.2 0.5 0.0
C -4.283 4.796 2.989 -0.1 -0.4 0.0
N -0.668 3.965 2.973 -0.1 -0.1 -0.3
H -2.133 5.215 4.789 0.0 0.0 -0.1
H -0.579 6.030 4.815 -0.1 -0.1 -0.1
H -1.989 6.860 4.151 0.0 -0.1 0.0
H -0.314 5.958 2.455 -0.1 -0.1 -0.1
H -1.890 5.283 0.827 -0.1 -0.1 0.0
H -2.731 6.466 1.813 0.0 0.0 0.2
H -4.489 5.869 3.036 0.1 0.0 0.0
H -3.957 4.426 3.963 -0.1 0.2 0.1
H -5.211 4.278 2.736 0.1 0.0 -0.1
H -0.357 3.638 2.059 0.1 0.1 0.1
H -1.485 3.384 3.170 0.1 0.1 0.1
C -7.553 7.108 -5.188 0.2 0.1 -0.2
C -7.647 7.073 -3.665 -0.3 -0.2 -0.2
C -7.507 5.656 -3.073 -0.2 0.2 0.3
O -8.677 4.848 -3.201 0.6 0.0 0.0
C -8.810 4.206 -4.459 -0.4 0.0 0.1
N -8.902 7.712 -3.250 0.1 -0.3 0.2
H -8.461 6.744 -5.673 0.0 0.0 0.1
H -7.398 8.134 -5.535 -0.1 -0.1 0.1
H -6.711 6.507 -5.543 -0.1 0.0 0.0
H -6.815 7.672 -3.278 -0.1 -0.1 0.1
H -7.339 5.758 -1.995 -0.1 0.0 0.0
H -6.628 5.135 -3.474 0.0 0.0 -0.2
H -7.845 3.910 -4.878 0.0 0.1 0.0
H -9.347 4.852 -5.156 0.1 -0.1 -0.2
H -9.414 3.306 -4.317 0.1 0.1 0.1
H -8.921 7.764 -2.233 0.0 0.2 -0.1
H -9.659 7.063 -3.470 0.1 0.2 -0.1
```
Forces are in eV/Å.

Computed properties:
Total charge: +1
Molar mass (g/mol): 789.10
Gap between HOMO and LUMO (hartree): 0.2500